89
Properties=species:S:1:pos:R:3:forces:R:3 method="wB97M-V/def2-TZVPD" orbital_gap_ev=8.107 e_homo_ev=-10.800 charge=+1
C 5.2952 0.1409 1.2947 0.54 0.07 0.09
C 5.4511 1.3060 2.2669 -0.26 0.34 -0.04
C 5.0196 2.6975 1.7286 0.22 -0.45 -0.44
C 4.6028 2.7488 0.2493 -0.56 0.29 0.51
C 3.1042 2.4244 0.0439 0.01 0.53 -0.25
C 2.3606 3.4982 -0.7952 -0.28 -0.99 -0.41
C 1.7060 2.9002 -2.0628 -0.67 0.61 0.20
C 0.2103 2.6215 -1.8731 0.22 -0.78 -0.01
C -0.1453 1.5460 -0.8350 -0.75 1.08 -0.08
C -1.6931 1.4463 -0.8009 0.46 -0.94 -0.07
Si -2.3485 0.0790 0.3249 0.69 0.02 1.12
C -1.1263 -0.2042 1.7325 -0.36 -0.21 -0.72
C -0.0165 -1.2229 1.4411 0.00 0.22 1.21
C 1.1907 -0.9636 2.3346 0.26 -0.28 -0.37
I 0.7094 -0.9453 4.4256 0.14 0.04 -0.23
C -2.5417 -1.5362 -0.6670 -0.64 0.55 0.49
O -2.4470 -2.7159 0.1267 0.76 -0.56 -0.11
O -3.5739 -2.6985 0.9954 -0.47 0.13 0.13
O -3.8057 0.4639 1.0816 0.39 0.31 -1.76
Si -4.9319 1.3834 0.2892 -0.50 0.00 1.52
O -4.8309 1.1583 -1.4084 0.37 -0.20 0.46
C -5.8193 1.5935 -2.1062 0.07 0.37 -0.07
N -6.6780 2.0802 -2.6952 -0.28 -0.14 -0.32
B -6.7509 0.8813 0.9707 -0.57 -0.73 -0.04
O -6.9815 1.0397 2.3091 0.09 0.86 -0.26
O -7.7487 0.3698 0.1553 0.13 0.83 -0.07
C -4.6045 3.1651 0.8177 0.31 -0.04 0.11
I -6.1554 4.4961 0.1340 0.14 -0.25 -0.03
C -4.3412 3.2035 2.3469 -0.42 0.35 -0.05
C -5.3693 3.9032 3.2253 0.67 -0.12 0.49
I -2.4190 4.1601 2.6830 0.00 -0.22 0.04
H 5.4431 -0.8063 1.8083 -0.10 -0.13 0.09
H 4.3449 0.1290 0.7751 -0.30 -0.03 0.00
H 6.0836 0.2043 0.5467 -0.03 -0.06 -0.23
H 6.4995 1.3645 2.5480 0.11 -0.09 0.12
H 4.9000 1.1107 3.1833 -0.05 -0.14 0.11
H 4.1756 3.0661 2.3051 -0.04 0.12 0.16
H 5.8330 3.4022 1.8746 0.12 0.08 0.11
H 5.2447 2.1445 -0.3851 0.08 -0.13 -0.05
H 4.7371 3.7771 -0.0743 0.15 0.12 -0.10
H 2.9575 1.4576 -0.4345 0.09 -0.18 -0.08
H 2.6010 2.3486 1.0060 0.11 -0.06 0.25
H 3.0226 4.3120 -1.0719 0.17 0.04 0.01
H 1.5510 3.9299 -0.2118 0.00 0.22 0.20
H 1.7660 3.6201 -2.8773 0.21 -0.01 -0.17
H 2.2027 1.9847 -2.3806 0.21 -0.05 -0.06
H -0.2411 2.3017 -2.8145 0.07 0.12 -0.21
H -0.3119 3.5283 -1.5724 0.05 0.24 -0.04
H 0.1819 1.9275 0.1292 0.33 -0.43 0.29
H 0.3145 0.5905 -1.0777 0.21 -0.14 0.10
H -2.0612 2.4358 -0.5445 -0.28 0.06 -0.07
H -1.9780 1.1869 -1.8220 -0.43 0.30 -0.13
H -0.6725 0.7445 2.0172 -0.07 0.23 -0.02
H -1.7099 -0.5243 2.5916 -0.03 -0.07 0.18
H 0.3183 -1.2006 0.4042 0.05 -0.03 -0.16
H -0.3625 -2.2229 1.6863 -0.17 -0.18 -0.36
H 1.9361 -1.7436 2.2307 0.08 -0.21 0.06
H 1.6852 -0.0392 2.0648 -0.05 0.42 0.27
H -3.5315 -1.5409 -1.1308 0.05 0.03 -0.41
H -1.7720 -1.6134 -1.4301 0.09 -0.20 -0.16
H -3.2345 -3.0888 1.8147 0.20 0.09 -0.15
H -7.9227 1.2195 2.4566 0.05 -0.51 0.29
H -8.4395 1.0249 -0.0253 -0.09 -0.39 -0.17
H -3.7100 3.5426 0.3414 -0.04 0.09 -0.39
H -4.2051 2.2039 2.7398 0.18 -0.19 -0.12
H -5.2413 4.9783 3.1792 -0.38 0.18 -0.21
H -5.1600 3.6192 4.2547 -0.01 -0.01 0.14
H -6.3821 3.5868 3.0110 -0.14 0.04 -0.24
C 2.2728 -2.8365 -1.7630 0.11 0.13 -0.26
N 2.6424 -4.1778 -2.3331 -0.06 0.08 0.11
C 4.1259 -4.1980 -2.5260 -0.07 -0.10 -0.03
C 1.9744 -4.3545 -3.6542 0.02 -0.01 0.05
C 2.2977 -5.3138 -1.3903 -0.01 0.05 0.11
C 0.8328 -5.5158 -1.0783 -0.39 0.24 -0.03
O 0.3111 -4.3535 -0.4620 -0.04 -0.04 -0.12
H 2.7856 -2.0765 -2.3504 0.06 -0.04 0.02
H 1.2042 -2.6927 -1.8458 -0.05 -0.08 0.19
H 2.5947 -2.7934 -0.7271 -0.06 0.02 0.03
H 4.3962 -3.3986 -3.2099 0.03 0.01 0.00
H 4.4117 -5.1606 -2.9423 0.04 0.00 0.01
H 4.6025 -4.0453 -1.5613 0.03 0.00 -0.01
H 0.8998 -4.2794 -3.5228 -0.02 -0.01 -0.01
H 2.2431 -5.3290 -4.0551 -0.01 0.00 -0.04
H 2.3176 -3.5663 -4.3193 0.00 0.00 -0.02
H 2.8523 -5.1107 -0.4747 -0.01 -0.02 0.02
H 2.6903 -6.2187 -1.8525 0.04 -0.02 0.04
H 0.7514 -6.3678 -0.3974 0.19 -0.13 -0.11
H 0.2609 -5.7578 -1.9795 0.09 -0.11 -0.04
H -0.6507 -4.4351 -0.4040 0.00 0.17 0.18